DFT (ωB97M-V/def2-TZVPD) results for C43H43AsBrIrN3OSSe2 as an isolated structure.

Structure (XYZ):
```
96
Properties=species:S:1:pos:R:3:forces:R:3:lowdin_charge:R:1
Ir 0.72783 -0.39206 0.34405 0.394 -0.436 -0.433 0.62
C 0.88600 6.83792 0.30894 0.015 -0.018 0.010 -0.04
C 0.67098 6.17329 -1.05822 0.016 0.006 0.007 -0.56
C -0.45619 6.90000 -1.80500 0.006 0.006 0.013 -0.03
C 1.96390 6.30955 -1.86346 -0.013 -0.017 -0.004 -0.06
C 0.27171 4.71190 -0.86709 -0.007 0.001 -0.028 -0.16
C 0.89019 3.67640 -1.55012 0.108 0.002 -0.022 -0.07
C 0.47275 2.37960 -1.31862 0.043 0.245 0.152 -0.55
Br 1.40756 0.94693 -2.15860 -0.135 -0.259 -0.098 0.91
C -0.53986 2.03983 -0.42671 -0.103 -0.261 0.010 -0.40
O -0.83447 0.73812 -0.23805 -0.316 0.279 0.564 -0.38
C -1.23665 3.08903 0.21471 -0.005 -0.016 -0.032 -0.08
C -0.78495 4.38344 -0.01310 -0.054 -0.045 -0.080 0.03
C -2.45798 2.81412 1.09981 0.025 0.019 0.021 -0.52
C -3.08315 4.11212 1.61631 0.011 0.005 0.008 -0.06
C -2.05614 1.96922 2.31294 -0.086 -0.011 0.024 -0.04
C -3.53294 2.07246 0.28863 0.049 0.019 -0.033 -0.03
H 1.25138 7.85653 0.17345 -0.009 0.020 -0.006 0.09
H 1.62415 6.29005 0.89932 0.015 0.002 -0.012 0.08
H -0.03487 6.89599 0.88900 -0.011 -0.019 0.006 0.08
H -0.20272 7.95285 -1.93900 0.005 0.015 -0.003 0.09
H -1.39538 6.84693 -1.25283 -0.010 0.002 0.003 0.08
H -0.61724 6.45864 -2.78962 -0.002 -0.005 -0.010 0.09
H 2.23949 7.36182 -1.93350 0.001 0.012 0.001 0.09
H 1.85199 5.93577 -2.88238 -0.008 -0.009 -0.010 0.09
H 2.79141 5.77724 -1.38852 0.006 0.009 0.006 0.09
H 1.70046 3.85791 -2.24022 0.013 0.011 -0.010 0.10
H -1.29690 5.19305 0.48356 0.003 0.021 0.017 0.10
H -2.41340 4.65356 2.28746 0.019 0.016 -0.014 0.09
H -3.98370 3.86899 2.18048 0.000 -0.010 0.018 0.09
H -3.37450 4.77647 0.80122 -0.033 0.002 0.000 0.09
H -1.29017 2.46656 2.91218 0.016 0.013 -0.001 0.09
H -1.68835 0.99824 2.00087 0.072 -0.106 -0.025 0.02
H -2.92752 1.80122 2.95062 0.012 0.030 0.008 0.09
H -3.81188 2.64775 -0.59642 -0.004 0.010 -0.012 0.10
H -4.42751 1.94544 0.90140 0.004 -0.019 0.011 0.09
H -3.19345 1.08814 -0.02700 0.032 -0.027 -0.013 0.06
Se 4.36765 -2.58199 1.30730 -0.080 -0.138 -0.050 0.81
Se 2.99149 -1.28896 -0.09093 0.237 0.026 0.099 0.71
C 3.40311 0.42404 0.70911 0.121 -0.049 -0.065 -0.61
C 4.61418 1.00380 1.00530 -0.002 0.004 0.032 -0.05
C 4.58525 2.28438 1.54754 0.018 -0.013 -0.008 -0.02
C 3.37088 2.91738 1.75505 -0.043 -0.003 -0.003 -0.01
C 2.19893 2.26624 1.40425 0.004 0.047 -0.025 -0.08
N 2.23085 1.03992 0.88460 -0.148 0.176 0.098 -0.18
C 3.94222 -4.14601 0.26896 0.008 -0.014 -0.075 -0.68
C 4.45551 -5.38058 0.64543 0.011 0.025 -0.006 -0.10
C 4.09186 -6.47792 -0.11479 -0.003 0.017 0.001 -0.05
C 3.23916 -6.30533 -1.19758 0.003 0.002 -0.005 -0.04
C 2.77721 -5.03245 -1.47517 0.000 -0.046 0.011 -0.12
N 3.12030 -3.96703 -0.74942 -0.053 0.018 0.056 -0.04
H 5.54143 0.47828 0.82660 0.000 -0.015 0.011 0.12
H 5.51078 2.78191 1.80414 0.003 -0.001 0.009 0.12
H 3.32263 3.90794 2.18371 -0.005 0.001 -0.006 0.12
H 1.22222 2.71626 1.52899 -0.017 0.012 -0.007 0.12
H 5.10503 -5.47866 1.50430 0.036 -0.002 -0.005 0.11
H 4.47065 -7.45972 0.13565 -0.004 -0.008 0.012 0.12
H 2.93555 -7.14076 -1.81162 0.000 -0.010 -0.001 0.11
H 2.10215 -4.84494 -2.30152 0.025 0.000 -0.009 0.10
C -0.01924 -6.30257 2.04326 -0.008 -0.003 0.011 -0.06
C 0.91749 -5.28551 2.14687 0.010 0.010 -0.018 -0.06
C 0.71177 -4.08458 1.48310 0.043 0.007 -0.106 -0.13
C -0.43460 -3.90109 0.72081 -0.013 0.016 0.160 -0.36
C -1.38570 -4.91522 0.63551 -0.022 0.013 -0.035 -0.10
C -1.17018 -6.11919 1.28688 0.010 0.014 -0.001 -0.06
As -0.78357 -2.22681 -0.15144 0.282 0.228 -0.297 1.24
C -2.61616 -1.85226 0.29153 -0.068 0.017 0.001 -0.36
C -2.94214 -1.65694 1.63139 -0.012 -0.006 -0.015 -0.12
C -4.25188 -1.37603 1.98644 0.013 -0.010 -0.003 -0.07
C -5.23463 -1.29466 1.00889 -0.015 0.007 0.018 -0.07
C -4.91045 -1.49908 -0.32295 0.016 -0.004 -0.014 -0.07
C -3.59974 -1.77992 -0.68701 0.004 0.037 0.023 -0.09
C -0.79376 -2.60632 -2.04400 -0.113 -0.196 0.075 -0.36
C -1.10047 -1.57940 -2.93129 0.023 0.061 0.006 -0.15
C -1.12001 -1.82788 -4.29517 -0.010 0.025 -0.001 -0.06
C -0.83754 -3.09897 -4.77625 0.001 -0.019 0.016 -0.07
C -0.54754 -4.12761 -3.89138 -0.006 0.027 -0.011 -0.07
C -0.53033 -3.88511 -2.52459 0.064 0.033 0.022 -0.11
H 0.13753 -7.23660 2.56589 0.006 -0.016 0.004 0.11
H 1.80345 -5.41430 2.75467 0.015 -0.008 0.003 0.11
H 1.44664 -3.29439 1.56940 -0.027 -0.038 0.017 0.02
H -2.29770 -4.76453 0.06856 0.003 0.003 -0.001 0.11
H -1.90616 -6.90842 1.21588 -0.012 -0.008 0.004 0.11
H -2.18097 -1.73233 2.39880 -0.017 -0.008 -0.002 0.07
H -4.50583 -1.22555 3.02738 0.000 0.002 0.006 0.11
H -6.25661 -1.07601 1.28850 -0.009 0.001 0.001 0.11
H -5.67716 -1.44246 -1.08385 -0.008 0.002 -0.009 0.11
H -3.35346 -1.93716 -1.72903 -0.029 -0.017 0.019 0.10
H -1.34076 -0.59247 -2.55370 0.063 0.051 -0.003 0.09
H -1.36002 -1.02757 -4.98243 -0.004 0.004 -0.008 0.11
H -0.85386 -3.29014 -5.84071 0.002 0.001 -0.012 0.11
H -0.34203 -5.12244 -4.26418 -0.002 -0.012 -0.005 0.11
H -0.31234 -4.69300 -1.83729 -0.005 0.006 0.007 0.09
S 0.40849 -0.76633 2.58728 -0.460 0.233 0.086 0.62
C 1.80781 -1.37755 3.28755 0.136 -0.099 -0.103 -0.79
N 2.72274 -1.83041 3.83034 -0.033 0.132 0.062 0.07
```
Forces are in eV/Å.

Output
* total charge: +1
* LUMO level: -3.64 eV
* orbital gap: 6.97 eV
* E_HOMO: -10.61 eV